No. 1
The following is a quantum chemistry calculation of 6 unconnected molecules or ions with the total composition C19H23BrF5O20PS2, from OMol25.

Last column: Löwdin charge in e.
Positions of all 71 atoms, in Å:
Br: 4.9761 -1.9919 -1.0407  0.834
S: -0.2827 -1.9784 -2.8783  0.372
S: 2.7658 1.5071 -0.4717  0.600
P: -0.5390 -1.2823 -1.1126  0.195
F: -7.0168 -3.0280 4.0546  0.088
F: 2.7834 6.1069 2.4592  0.078
F: 5.7363 -5.5088 0.0360  0.065
F: -6.2509 -3.7662 -1.6587  0.088
F: 6.2849 4.0369 -1.9351  0.078
O: 1.5024 -5.1007 -1.2251  0.182
O: -8.6551 -0.6505 0.6839  0.185
O: 4.0961 6.4709 -3.0074  0.074
O: -1.5690 -0.0385 -1.0923  -0.205
O: 0.6658 6.5252 1.7968  0.134
O: -3.3414 -3.2770 1.6605  0.173
O: -7.6077 -2.0504 2.1074  0.103
O: -1.2277 6.3535 0.5742  0.189
O: 0.1951 4.6148 0.7499  0.068
O: 2.6964 2.5980 -1.3817  -0.250
O: -8.4018 -0.1103 2.8589  0.082
O: 2.8903 -6.8762 -1.3382  0.078
O: -4.3435 -1.7394 0.3660  0.042
O: -4.9360 -3.8793 0.1797  0.154
O: 3.6244 0.3622 -1.1413  -0.259
O: 5.3086 7.3975 -4.6657  0.185
O: -1.2345 -2.2523 -0.0651  -0.174
O: 3.5578 -5.0189 -0.2999  0.078
O: 6.2043 5.8182 -3.3210  0.132
O: 3.2965 1.7738 0.8288  -0.266
C: 4.4837 -6.0229 0.0672  -0.317
C: 1.5510 5.5592 2.3311  -0.308
C: 2.2120 -1.5422 -0.7562  -0.261
C: 5.2077 6.6403 -3.7628  -0.548
C: -5.9316 -3.1322 -0.5093  -0.300
C: 5.8203 5.3025 -2.0613  -0.313
C: 3.5282 -0.8857 -0.4117  -0.727
C: 1.1314 0.8119 -0.2982  -0.184
C: -7.9312 -0.8255 4.0064  -0.041
C: 1.0044 -0.7381 -0.2565  -0.352
C: -8.2742 -0.9048 1.7754  -0.549
C: 1.5138 4.4647 1.2874  -0.059
C: -0.2267 5.8816 0.9895  -0.546
C: -5.2359 -1.8103 -0.7575  -0.028
C: 2.5392 -5.6165 -0.9883  -0.544
C: -7.0137 -1.8567 3.3823  -0.308
C: 4.2655 -7.0727 -1.0028  -0.047
C: 4.3095 5.3609 -2.1298  -0.053
C: -4.1316 -3.0017 0.8186  -0.570
H: 4.8883 -6.8687 -1.8750  0.146
H: -4.6593 -1.8364 -1.6829  0.148
H: -1.4275 0.4497 -1.9133  0.068
H: 4.4298 -8.0901 -0.6600  0.140
H: 0.5466 1.2883 -1.0801  0.094
H: 2.2499 4.6343 0.5025  0.124
H: -5.9808 -1.5281 3.2496  0.174
H: 2.1977 -2.5245 -0.2822  0.112
H: 4.2673 -6.3564 1.0837  0.173
H: 3.9013 4.4539 -2.5745  0.127
H: 2.1838 -1.6976 -1.8336  0.073
H: -1.9297 -1.7703 0.4096  0.060
H: 3.8366 5.5411 -1.1687  0.128
H: -5.9098 -0.9583 -0.7595  0.140
H: 1.6491 3.4693 1.6958  0.119
H: -7.4290 -0.1493 4.6916  0.142
H: 0.8413 -1.0163 0.7866  0.127
H: 6.2648 5.9168 -1.2759  0.172
H: -6.8188 -3.0576 0.1173  0.153
H: -8.7714 -1.3078 4.5073  0.147
H: 0.7844 1.2192 0.6498  0.110
H: 1.1972 5.2612 3.3197  0.173
H: 3.6884 -0.7000 0.6477  0.105

Summary:
- SMILES: O=S1(=O)C[C@@H](P(O)(O)=S)C[C@@H](Br)O1.O=C1OC[C@@H](F)O1.O=C1OC[C@@H](F)O1.O=C1OC[C@@H](F)O1.O=C1OC[C@@H](F)O1.O=C1OC[C@@H](F)O1
- HOMO-LUMO gap: 9.5 eV


No. 2
The following is a quantum chemistry calculation of a molecular structure, C4H8F3O6S2Sn at a distorted geometry, from OMol25.

Last column: Löwdin charge in e.
Positions of all 24 atoms, in Å:
Sn: 20.8272 7.2737 35.0040  1.708
S: 19.7654 9.2151 38.7129  0.715
S: 16.4509 7.6185 35.5220  0.525
F: 14.9217 9.6451 35.9418  0.201
F: 16.7600 10.1812 34.9768  0.189
F: 16.7238 9.7189 37.0140  0.163
O: 16.0080 6.7460 36.6197  -0.268
O: 15.5627 7.4319 34.4100  -0.257
O: 17.8764 7.4174 35.1317  -0.477
O: 19.2581 8.2031 39.6977  -0.272
O: 18.6800 10.4410 38.8161  -0.257
O: 19.8518 8.8387 37.3202  -0.466
C: 16.2021 9.4399 35.8740  -0.780
C: 18.7503 12.8848 38.6105  -0.059
C: 21.3341 10.1892 39.4212  -0.040
C: 18.7559 11.5724 37.9122  -0.278
H: 19.6219 11.3438 37.2911  0.102
H: 19.4284 12.8994 39.4638  0.075
H: 17.8555 13.1836 39.1566  0.096
H: 21.2897 10.3070 40.5039  0.075
H: 22.3245 9.8389 39.1304  0.056
H: 17.9728 11.5813 37.1541  0.109
H: 19.1505 13.6807 37.9824  0.095
H: 21.3430 11.1946 39.0001  0.047

Summary:
- HOMO-LUMO gap: 3.6 eV
- Charge: +1
- Energy relative to the best compared isomer or geometry (same formula, charge and spin): 34.8 kcal/mol


No. 3
The following is a quantum chemistry calculation of 3 unconnected molecules or ions with the total composition C30H59F5N5O14P2S at a distorted geometry, from OMol25.

Last column: Löwdin charge in e.
Positions of all 116 atoms, in Å:
S: -2.8018 0.6372 -4.6551  0.806
P: 7.3675 -2.3733 1.3443  0.577
P: -4.4328 -4.2790 5.9165  0.429
F: -2.4758 2.9463 -5.9591  0.138
F: -1.3002 1.0531 -7.6623  0.191
F: -3.0763 1.9462 -8.4661  0.195
F: -3.2011 -0.0436 -7.6985  0.210
F: -4.3436 1.9796 -6.2619  0.167
O: -3.1978 -4.3878 4.8674  -0.237
O: 7.3290 -3.9965 1.4540  -0.253
O: -2.3997 4.2009 -0.1772  -0.040
O: 8.9971 -2.4031 1.3337  -0.255
O: -2.3527 -0.6678 -5.0465  -0.246
O: 6.7220 -1.9816 2.6255  -0.264
O: -4.1104 0.6037 -4.0789  -0.233
O: -4.6288 4.3241 0.1340  0.147
O: -4.3128 -5.2472 7.0112  -0.229
O: -4.1042 -2.8114 6.4713  -0.245
O: -5.5550 -4.7450 4.8918  -0.221
O: -1.1305 -1.7798 2.4912  0.092
O: 7.3285 -0.9173 0.5662  -0.296
O: 0.2031 2.3749 -5.7517  -0.153
N: -0.9808 1.3887 -1.0570  -0.120
N: 0.9812 -1.2087 1.8510  -0.095
N: -0.1811 1.2720 -3.7033  0.048
N: -1.4027 1.3939 0.2610  0.131
N: -5.1005 0.0715 -0.9960  0.139
C: 0.2712 1.1427 -5.1372  -0.167
C: 7.0243 -4.5971 2.7176  -0.098
C: -3.3871 6.3009 0.6059  -0.130
C: -3.5546 4.8646 0.1644  -0.472
C: -2.7237 -0.2320 -1.6542  -0.095
C: -3.9192 -0.2637 -0.7137  -0.229
C: 2.1298 -1.6721 2.6479  -0.199
C: -2.8157 -3.2672 4.0576  -0.121
C: -0.2165 -1.0015 2.6194  -0.446
C: -2.6157 1.1235 -7.5219  -0.588
C: -2.9233 -2.7264 7.2789  -0.094
C: 0.0948 -1.1300 -3.1101  -0.116
C: 0.4978 0.2781 -2.7955  -0.195
C: 0.7572 -0.4064 -0.4363  -0.087
C: 7.8081 0.1917 1.3355  -0.110
C: -2.0020 6.5544 1.2219  -0.085
C: -6.0496 -6.0888 5.0075  -0.087
C: 0.6991 -1.8062 -4.0940  0.073
C: -2.3970 3.7198 -1.5183  -0.152
C: -2.1136 1.1817 -1.9708  -0.328
C: 9.7381 -2.2237 0.1177  -0.096
C: -1.6676 1.4236 -3.4503  -0.145
C: -0.3692 0.1599 3.5751  0.020
C: -3.0988 2.3517 -1.6848  -0.095
C: 2.7528 -0.6749 3.6379  -0.075
C: 0.3295 0.7762 -1.3437  -0.397
C: 1.3963 1.8738 -1.1129  0.001
C: 1.4387 3.0998 -5.7307  -0.028
C: 1.2875 -0.0696 0.9783  -0.178
C: -3.0447 1.7532 -6.1635  -0.454
H: 2.3935 1.4346 -1.0789  0.100
H: 0.8533 0.8426 1.3814  0.083
H: -3.1577 -2.9961 8.3057  0.093
H: 0.0877 -2.4791 -4.6840  0.086
H: -1.8582 -2.8929 4.4090  0.067
H: -0.6526 -1.6651 -2.5405  0.113
H: 7.0100 0.5773 1.9659  0.084
H: -3.6308 2.2018 -0.7547  0.105
H: 7.1516 -5.6683 2.5743  0.093
H: -1.3821 0.2269 3.9574  0.093
H: -0.2158 0.3410 -5.6803  0.126
H: 2.9078 -1.9386 1.9298  0.113
H: 5.9992 -4.4025 3.0222  0.082
H: 2.2818 -0.7935 4.6123  0.065
H: 2.7024 0.3624 3.3102  0.073
H: 1.6155 -0.8600 -0.9408  0.131
H: 8.6617 -0.0859 1.9500  0.091
H: 2.3686 0.0450 0.9322  0.125
H: -1.5283 0.4778 0.6799  0.091
H: -6.6010 -6.2317 5.9328  0.089
H: 9.1025 -2.2600 -0.7652  0.083
H: -3.5454 6.8938 -0.2982  0.129
H: -2.5972 -1.6886 7.2407  0.090
H: -0.0683 1.1110 3.1375  0.072
H: 2.1080 2.6736 -6.4787  0.108
H: 1.9285 3.0452 -4.7532  0.091
H: -0.9089 2.0471 0.8459  0.102
H: 10.2419 -1.2576 0.1473  0.087
H: -1.7643 5.7426 1.9065  0.076
H: 1.8814 -2.6005 3.1598  0.125
H: -6.7254 -6.2317 4.1678  0.089
H: -3.7464 -0.6146 0.3045  0.108
H: 8.1101 0.9547 0.6193  0.092
H: -3.8413 2.4285 -2.4770  0.120
H: -3.5477 -2.4620 4.1033  0.089
H: -1.9495 -0.8001 -1.1378  0.089
H: 10.4802 -3.0159 0.0535  0.091
H: 3.8060 -0.9242 3.7698  0.074
H: 1.1940 2.4309 -0.2028  0.092
H: 1.4140 2.6148 -1.9235  0.080
H: -5.2258 -6.7957 4.9474  0.092
H: 0.2257 2.1652 -3.4090  0.158
H: 0.0066 -1.1912 -0.3549  0.115
H: -4.1807 6.5193 1.3136  0.123
H: -1.3812 3.7299 -1.9113  0.117
H: -2.7167 -3.6003 3.0295  0.082
H: -2.0221 7.4763 1.7983  0.076
H: 1.2272 4.1338 -5.9775  0.106
H: 0.2988 0.0034 4.4224  0.079
H: 1.7541 -1.6972 -4.3235  0.085
H: -2.1323 -3.3708 6.8987  0.088
H: -5.1529 0.4011 -1.9622  0.043
H: -1.2543 6.6134 0.4362  0.072
H: 1.5754 0.3401 -2.9634  0.160
H: -2.9763 4.4339 -2.1118  0.135
H: -1.8462 2.4825 -3.6488  0.131
H: 7.7157 -4.2334 3.4739  0.095
H: -2.9876 -0.8437 -2.5142  0.102
H: 1.3272 0.8652 -5.0801  0.142

Summary:
- HOMO-LUMO gap: 8.4 eV
- Charge: +1


No. 4
The following is a quantum chemistry calculation of C5H9NO in the gas phase, from OMol25.

Last column: Löwdin charge in e.
Positions of all 16 atoms, in Å:
O: 0.5167 -1.4742 -0.0817  -0.077
N: -1.2818 1.4571 -0.9505  0.116
C: -0.6575 0.3681 -1.1102  -0.221
C: -0.7083 -0.7362 -0.0749  -0.365
C: 1.6984 -0.8069 -0.0852  -0.230
C: -1.1557 -0.2979 1.3111  -0.041
C: 1.9293 0.4833 0.1498  0.015
H: 2.4980 -1.4959 -0.3486  0.118
H: 2.9333 0.8710 0.0341  0.055
H: -0.0655 0.1161 -2.0011  0.129
H: -1.1588 2.0533 -1.7708  0.057
H: -1.2387 -1.1748 1.9601  0.085
H: 1.1567 1.1820 0.4441  0.050
H: -1.4330 -1.4745 -0.4458  0.152
H: -2.1343 0.1833 1.2357  0.081
H: -0.4658 0.4172 1.7659  0.076

Summary:
- SMILES: [H]/N=C/[C@H](C)OC=C
- HOMO-LUMO gap: 10.0 eV
- Energy relative to the best compared isomer or geometry (same formula, charge and spin): 51.2 kcal/mol


No. 5
The following is a quantum chemistry calculation of a molecular structure, C6H18InO6 at a distorted geometry, from OMol25.

Last column: Löwdin charge in e.
Positions of all 31 atoms, in Å:
In: -1.0186 -0.2330 -1.0720  1.717
O: -0.1850 -2.6570 -1.2759  -0.093
O: 0.2521 -1.0197 0.8759  -0.114
O: 1.7766 -0.7720 -1.4459  -0.094
O: -1.6711 1.8360 -1.0756  -0.092
O: -2.1280 0.7846 1.2034  -0.080
O: 0.7751 1.5703 0.2962  -0.065
C: 1.2431 -3.0111 -1.2786  -0.136
C: 2.0384 -2.0338 -2.0645  -0.168
C: 1.3118 -0.3322 1.5705  -0.148
C: 0.9720 1.1312 1.6150  -0.194
C: -2.3858 2.1568 1.1582  -0.188
C: -2.7318 2.4437 -0.2648  -0.083
H: 1.7201 1.7047 2.1620  0.166
H: -2.3360 0.3977 2.0693  0.157
H: -1.7440 2.1270 -2.0062  0.162
H: 1.4345 2.2431 0.0568  0.149
H: 3.1090 -2.2761 -2.0810  0.167
H: 0.3502 -1.9765 1.0035  0.120
H: 0.0301 1.2166 2.1680  0.118
H: -0.6615 -3.5036 -1.3242  0.150
H: -2.8577 3.5197 -0.4549  0.180
H: 1.5170 -3.0221 -0.2174  0.133
H: 2.2899 -0.5511 1.1274  0.140
H: 2.5610 -0.2064 -1.3710  0.137
H: 1.4331 -4.0362 -1.6039  0.168
H: -1.5044 2.6993 1.5126  0.142
H: -3.7008 2.0469 -0.5890  0.159
H: -3.1611 2.4766 1.8572  0.172
H: 1.4489 -0.7183 2.5899  0.166
H: 1.8231 -2.0049 -3.1409  0.152

Summary:
- HOMO-LUMO gap: 5.2 eV
- Charge: +3
- Energy relative to the best compared isomer or geometry (same formula, charge and spin): 19.3 kcal/mol